A:
Below is an isolated molecule of C2H5N3O2S, with properties calculated with ωB97M-V with the def2-TZVPD basis set.

Computed properties:
* multiplicity: 1
* Kohn-Sham gap: 0.3444 hartree
* net charge: 0

```
13
C2H5N3O2S ωB97M-V with the def2-TZVPD basis set
C 1.459 0.407 -0.233
C -0.500 -0.726 -0.335
N 1.378 -0.480 0.870
N 0.284 -0.996 0.935
N 0.488 -0.154 -1.162
O -1.509 0.743 1.580
O -2.044 1.694 -0.617
S -2.032 0.357 0.035
H 1.126 1.382 0.162
H 2.411 0.505 -0.594
H -0.792 -1.757 -0.646
H -1.084 -0.141 1.843
H 0.815 -0.833 -1.838
```

Mulliken atomic charge list, values in e, 2 entries: -0.260, 0.022

B:
Below is an isolated molecule of C2H5N3O2S, with properties calculated with ωB97M-V with the def2-TZVPD basis set.

Computed properties:
* structure (SMILES): NC(=O)NO/C=N/S
* multiplicity: 1
* Kohn-Sham gap: 0.3267 hartree
* net charge: 0

```
13
C2H5N3O2S ωB97M-V with the def2-TZVPD basis set
N 2.729 -1.132 -0.512
C 1.863 -0.292 0.269
O 1.760 -0.083 1.465
N 1.121 0.539 -0.778
O 0.330 1.511 -0.049
C -1.023 1.201 -0.019
N -1.181 -0.082 -0.268
S -2.745 -0.689 0.131
H 2.538 -0.975 -1.721
H 3.209 -1.975 -0.176
H 1.837 1.332 -1.029
H -1.652 2.237 -0.059
H -2.450 -1.754 -1.033
```

Mulliken atomic charge list, values in e, 2 entries: -0.433, 0.550

Computed energies relative to the best structure, in kJ/mol: A 0.0; B 173.4